# 1
{
  "formula": "C3H5NOS",
  "method": "ωB97M-V/def2-TZVPD",
  "species": ["C", "C", "C", "H", "H", "H", "H", "H", "N", "O", "S"],
  "coordinates": [[0.239, -0.250, -0.386], [-0.482, 0.929, 0.236], [-0.905, 0.727, 1.595], [-0.374, -1.955, -1.475], [-1.594, -1.015, -0.709], [-0.021, 1.833, -0.072], [-0.967, -0.216, 2.118], [-1.018, 1.651, 2.154], [-0.627, -1.124, -0.969], [-1.806, 0.862, 0.464], [1.857, -0.485, -0.476]],
  "de_lowest_ev": 1.832,
  "total_energy_ha": -645.44435,
  "gap_ev": 9.20,
  "homo_energy_ev": -8.52,
  "smiles": "NC(=S)[C@@H]1CO1",
  "spin_multiplicity": 1
}

# 2
{
  "formula": "C8H32AsCrF6N16O8",
  "method": "ωB97M-V/def2-TZVPD",
  "species": ["Cr", "As", "F", "F", "F", "F", "F", "F", "C", "O", "N", "N", "H", "H", "H", "H", "C", "O", "N", "N", "H", "H", "H", "H", "C", "O", "N", "N", "H", "H", "H", "H", "C", "O", "N", "N", "H", "H", "H", "H", "C", "O", "N", "N", "H", "H", "H", "H", "C", "O", "N", "N", "H", "H", "H", "H", "C", "O", "N", "N", "H", "H", "H", "H", "C", "O", "N", "N", "H", "H", "H", "H"],
  "coordinates": [[-0.038, -0.191, 0.101], [1.123, 0.221, -4.434], [2.374, 1.428, -4.285], [2.293, -1.030, -4.244], [-0.156, -0.999, -4.442], [-0.091, 1.448, -4.627], [1.301, 0.137, -6.130], [0.905, 0.366, -2.706], [-2.673, -2.137, 1.014], [-1.773, -1.638, 0.328], [-3.663, -2.851, 0.410], [-2.822, -1.909, 2.344], [-3.585, -2.903, -0.589], [-4.395, -3.204, 0.995], [-2.104, -1.380, 2.797], [-3.485, -2.415, 2.903], [1.413, -2.350, 2.191], [0.764, -1.616, 1.447], [1.119, -2.535, 3.499], [2.539, -2.972, 1.748], [1.588, -3.261, 4.011], [0.322, -2.046, 3.858], [2.919, -2.848, 0.828], [3.218, -3.307, 2.412], [-2.468, 0.185, -2.120], [-1.460, 0.198, -1.413], [-2.465, -0.087, -3.436], [-3.724, 0.207, -1.540], [-1.627, -0.313, -3.959], [-3.320, -0.114, -3.962], [-4.445, 0.309, -2.238], [-3.904, 0.669, -0.668], [3.035, 0.574, -0.424], [1.914, 0.091, -0.221], [3.228, 1.905, -0.331], [4.083, -0.181, -0.830], [4.075, 2.284, -0.712], [2.528, 2.448, 0.141], [4.819, 0.262, -1.352], [4.077, -1.175, -0.741], [1.469, 1.616, 3.279], [1.188, 1.354, 2.109], [2.258, 0.798, 4.029], [1.115, 2.788, 3.906], [2.687, 1.077, 4.895], [2.482, -0.136, 3.741], [1.071, 2.661, 4.902], [0.918, 3.648, 3.437], [-1.993, 1.526, 2.102], [-1.341, 0.806, 1.351], [-2.566, 2.697, 1.691], [-2.182, 1.238, 3.418], [-3.024, 3.188, 2.437], [-2.540, 3.028, 0.745], [-2.903, 1.706, 3.937], [-1.488, 0.700, 3.899], [0.086, 3.079, -1.059], [0.066, 1.957, -0.528], [0.782, 3.369, -2.173], [-0.516, 4.159, -0.453], [0.811, 4.294, -2.560], [1.069, 2.590, -2.743], [-0.811, 4.071, 0.500], [-0.703, 5.025, -0.924], [0.277, -2.878, -1.710], [0.342, -1.802, -1.113], [-0.327, -3.058, -2.903], [0.783, -4.004, -1.114], [-0.070, -3.898, -3.394], [-0.488, -2.212, -3.435], [0.820, -4.874, -1.610], [1.292, -3.784, -0.282]],
  "de_lowest_ev": 0.571,
  "total_energy_ha": -5681.51950,
  "gap_ev": [7.97, 9.43],
  "total_charge": 2,
  "homo_energy_ev": [-14.70, -14.67],
  "spin_multiplicity": 4
}

# 3
{
  "formula": "C4H12NO2",
  "method": "ωB97M-V/def2-TZVPD",
  "species": ["C", "N", "C", "O", "C", "C", "H", "H", "H", "H", "H", "H", "H", "H", "H", "H", "H", "H", "O"],
  "coordinates": [[0.848, 0.617, -0.715], [1.251, -0.565, 0.104], [0.731, -1.801, -0.658], [-0.605, -1.868, -0.721], [0.859, 2.004, 0.068], [-0.588, 2.486, 0.609], [-0.281, 0.460, -0.884], [1.282, 0.663, -1.651], [0.509, -0.649, 0.902], [1.211, -2.722, -0.269], [0.953, -1.774, -1.688], [1.437, 1.917, 0.983], [1.337, 2.722, -0.615], [-1.107, 1.698, 1.110], [-1.048, 3.014, -0.138], [-0.494, 3.177, 1.423], [-2.208, -1.508, 1.422], [-1.354, -1.261, 0.257], [-1.907, -0.834, 1.046]],
  "de_lowest_ev": 2.001,
  "total_energy_ha": -364.78197,
  "gap_ev": 7.38,
  "total_charge": -1,
  "homo_energy_ev": -3.26,
  "spin_multiplicity": 1
}

# 4
{
  "formula": "C45H52As2N10O2SSeV",
  "method": "ωB97M-V/def2-TZVPD",
  "species": ["V", "N", "C", "N", "C", "N", "C", "C", "N", "C", "C", "N", "H", "H", "H", "H", "H", "C", "C", "As", "C", "C", "C", "C", "C", "C", "C", "C", "C", "C", "C", "C", "As", "C", "C", "C", "C", "C", "C", "C", "C", "C", "C", "C", "C", "H", "H", "H", "H", "H", "H", "H", "H", "H", "H", "H", "H", "H", "H", "H", "H", "H", "H", "H", "H", "H", "H", "H", "H", "C", "N", "C", "C", "N", "C", "C", "Se", "H", "H", "H", "H", "H", "H", "H", "H", "O", "C", "O", "C", "N", "C", "C", "C", "H", "H", "H", "H", "H", "H", "H", "H", "H", "S", "C", "N", "C", "C", "N", "H", "H", "H", "H", "H", "H"],
  "coordinates": [[-0.436, 0.477, 0.301], [-0.831, 0.803, 4.474], [-0.189, 0.157, 3.515], [-0.646, 0.576, 2.344], [-1.603, 1.506, 2.693], [-1.739, 1.669, 3.974], [-2.407, 2.154, 1.658], [-3.305, 3.168, 1.927], [-4.032, 3.720, 0.961], [-3.868, 3.236, -0.268], [-2.962, 2.228, -0.552], [-2.216, 1.685, 0.414], [-0.714, 0.719, 5.473], [0.581, -0.573, 3.691], [-3.431, 3.536, 2.938], [-4.472, 3.673, -1.055], [-2.825, 1.852, -1.552], [1.806, -2.117, -0.726], [2.657, -1.522, 0.384], [2.117, 0.345, 0.619], [3.516, 1.167, -0.451], [4.787, 1.307, 0.100], [5.839, 1.753, -0.691], [5.629, 2.058, -2.030], [4.362, 1.910, -2.581], [3.310, 1.461, -1.793], [2.745, 0.728, 2.407], [2.898, 2.057, 2.784], [3.329, 2.382, 4.061], [3.611, 1.373, 4.975], [3.474, 0.043, 4.601], [3.041, -0.280, 3.319], [-0.059, -2.046, -0.129], [0.046, -3.455, 1.197], [-0.229, -3.228, 2.540], [-0.093, -4.254, 3.467], [0.317, -5.513, 3.050], [0.583, -5.745, 1.705], [0.448, -4.720, 0.780], [-0.964, -2.948, -1.588], [-0.232, -3.597, -2.577], [-0.892, -4.268, -3.604], [-2.278, -4.285, -3.649], [-3.009, -3.620, -2.671], [-2.354, -2.951, -1.648], [2.094, -3.146, -0.917], [1.897, -1.550, -1.652], [3.717, -1.555, 0.154], [2.488, -2.076, 1.306], [4.970, 1.066, 1.137], [6.827, 1.855, -0.258], [6.452, 2.406, -2.643], [4.197, 2.146, -3.626], [2.318, 1.377, -2.207], [2.711, 2.834, 2.063], [3.458, 3.421, 4.342], [3.954, 1.622, 5.972], [3.717, -0.747, 5.300], [2.959, -1.323, 3.041], [-0.600, -2.266, 2.854], [-0.320, -4.076, 4.512], [0.425, -6.316, 3.769], [0.895, -6.729, 1.376], [0.643, -4.919, -0.266], [0.849, -3.592, -2.566], [-0.316, -4.788, -4.360], [-2.788, -4.819, -4.442], [-4.092, -3.622, -2.711], [-2.918, -2.416, -0.902], [-5.934, -0.466, 0.213], [-5.533, -1.859, 0.401], [-6.310, -2.958, 0.086], [-5.599, -4.050, 0.424], [-4.398, -3.606, 0.944], [-3.335, -4.480, 1.444], [-4.360, -2.260, 0.929], [-2.991, -1.146, 1.552], [-6.978, -0.445, -0.086], [-5.323, -0.002, -0.557], [-5.811, 0.081, 1.143], [-7.297, -2.868, -0.338], [-5.843, -5.097, 0.347], [-3.783, -5.400, 1.809], [-2.815, -3.979, 2.252], [-2.625, -4.707, 0.650], [0.753, 3.069, -1.495], [0.501, 3.377, -0.332], [0.157, 2.608, 0.631], [0.488, 4.884, -0.005], [0.997, 5.556, -1.263], [2.318, 6.221, -0.946], [2.790, 5.494, 0.306], [1.480, 5.297, 1.079], [-0.532, 5.185, 0.217], [0.329, 6.193, -1.688], [1.122, 4.738, -1.881], [2.129, 7.271, -0.737], [2.981, 6.140, -1.803], [3.516, 6.089, 0.854], [3.251, 4.534, 0.049], [1.169, 6.240, 1.533], [1.522, 4.552, 1.865], [-0.927, 0.214, -2.147], [-0.314, 0.133, -3.725], [-1.101, -0.009, -4.785], [-0.355, -0.061, -6.053], [1.112, 0.014, -5.573], [0.956, 0.170, -4.117], [-2.101, -0.077, -4.708], [-0.626, 0.775, -6.691], [-0.565, -0.985, -6.584], [1.643, 0.861, -5.997], [1.664, -0.893, -5.802], [1.727, 0.243, -3.479]],
  "de_lowest_ev": 0.387,
  "total_energy_ha": -10658.49845,
  "gap_ev": [6.00, 7.09],
  "total_charge": 3,
  "homo_energy_ev": [-14.52, -14.61],
  "spin_multiplicity": 3
}